(1)
The following is a DFT calculation (the ωB97M-V functional and the def2-TZVPD basis) of a cluster of 2 separate species, C6H9BrO in total at a distorted geometry.

CARTESIAN COORDINATES (ANGSTROEM)
Br -3.07 0.41 0.66
O 1.36 -0.62 -0.04
C -2.27 -1.73 -0.97
C 1.33 2.67 -0.03
C 1.24 -1.77 0.81
C 0.44 0.26 0.02
C -1.88 -0.73 -0.21
C 0.33 1.56 -0.16
H -3.34 -1.98 -1.07
H 2.14 -2.36 0.73
H -1.39 -2.40 -1.19
H 0.37 -2.38 0.22
H 0.75 -1.60 1.70
H -0.62 1.93 -0.35
H 0.86 3.67 0.08
H 1.76 2.62 -0.98
H 2.00 2.44 0.77

Calculated values
**Relative energy (zero: lowest compared OMol25 entry of this formula, charge and spin)**: 118.4 kcal per mole
**Spin multiplicity**: 1

(2)
The following is a DFT calculation (the ωB97M-V functional and the def2-TZVPD basis) of a structure of composition C6H9CaLiO5 at a distorted geometry.

CARTESIAN COORDINATES (ANGSTROEM)
Ca -0.56 -1.52 0.11
O -2.05 -0.27 -0.37
O 0.19 -1.36 -1.72
O -1.41 -1.30 1.96
O 0.93 0.79 -1.81
O 1.26 -0.50 0.62
C 1.34 -0.60 -1.74
C 2.13 -0.84 -0.45
C 0.94 1.00 0.58
C -2.07 -0.23 2.00
C -2.80 0.10 0.72
C 1.26 1.62 -0.68
Li -1.08 0.23 -1.88
H 1.46 1.44 1.44
H -3.83 -0.31 0.77
H -0.24 1.05 1.03
H 2.32 1.92 -0.76
H 2.36 -1.91 -0.36
H 1.96 -0.81 -2.63
H 3.06 -0.26 -0.40
H -2.96 1.20 0.79
H -2.20 0.55 2.77

Calculated values
**Spin multiplicity**: 1

(3)
The following is a DFT calculation (the ωB97M-V functional and the def2-TZVPD basis) of an isolated molecule of C6H9Cl at a distorted geometry.

CARTESIAN COORDINATES (ANGSTROEM)
Cl -1.85 1.42 -0.28
C -0.12 1.09 -0.19
C 0.77 0.91 -2.96
C -0.02 -0.09 2.02
C 0.46 1.10 -1.83
C -0.40 -1.47 -0.09
C 0.29 -0.20 0.49
H 1.03 0.81 -3.96
H 0.33 -1.79 -0.91
H 0.43 0.82 2.53
H -1.07 0.06 2.06
H 0.33 2.05 0.33
H 1.37 -0.21 0.38
H 0.27 -1.04 2.64
H -1.33 -1.19 -0.80
H -0.50 -2.27 0.57

Calculated values
**SMILES**: C#C[C@@H](Cl)C(C)C
**Relative energy (zero: lowest compared OMol25 entry of this formula, charge and spin)**: 55.0 kcal per mole
**Spin multiplicity**: 1

(4)
The following is a DFT calculation (the ωB97M-V functional and the def2-TZVPD basis) of an isolated molecule of C6H9Cl2N3O4 at a distorted geometry.

CARTESIAN COORDINATES (ANGSTROEM)
Cl -4.54 0.98 -0.29
Cl 3.70 -1.64 -1.01
O -3.49 -1.67 -0.52
O -1.27 0.02 1.60
O 1.28 -1.01 1.25
O -2.08 -2.44 0.98
N -2.74 0.78 -0.08
N -2.64 -1.53 0.37
N -0.18 0.28 -0.43
C 1.86 -0.07 0.42
C -2.24 -0.21 0.69
C -1.99 1.70 -0.62
C 1.15 0.02 -0.91
C 3.38 -0.32 0.27
C -0.66 1.45 -0.75
H 1.78 1.02 0.96
H -2.40 2.69 -0.71
H 3.83 -0.73 1.21
H -0.28 -0.18 1.35
H 1.20 -0.96 -1.50
H 0.94 -1.76 0.72
H 0.03 2.20 -1.29
H 1.52 0.81 -1.55
H 3.83 0.56 -0.17

Calculated values
**Relative energy (zero: lowest compared OMol25 entry of this formula, charge and spin)**: 60.6 kcal per mole
**Spin multiplicity**: 1

(5)
The following is a DFT calculation (the ωB97M-V functional and the def2-TZVPD basis) of the ion C6H9ClIN2 with charge +1 at a distorted geometry.

CARTESIAN COORDINATES (ANGSTROEM)
I 2.47 -0.50 -0.41
Cl -2.02 0.88 -0.47
N 0.80 2.15 1.12
N 0.33 1.83 -1.03
C -0.22 0.54 -0.96
C 0.38 -0.19 0.21
C -0.93 -2.28 -0.23
C 0.60 0.93 1.46
C -0.28 -1.39 0.79
C 0.91 2.54 -0.13
H 0.52 0.61 2.44
H 1.46 3.43 -0.46
H -0.40 -0.05 -1.83
H -1.11 -1.15 1.48
H 0.54 -1.95 1.43
H -1.54 -1.70 -0.85
H 0.35 2.17 -2.00
H -1.50 -2.95 0.35
H -0.36 -2.92 -0.91

Calculated values
**SMILES**: CC[C@]1(I)C=NC=[NH+][C@@H]1Cl
**Relative energy (zero: lowest compared OMol25 entry of this formula, charge and spin)**: 0.5 kcal per mole
**Spin multiplicity**: 1
**Net charge**: +1

(6)
The following is a DFT calculation (the ωB97M-V functional and the def2-TZVPD basis) of an isolated molecule of C6H9ClN2 at a distorted geometry.

CARTESIAN COORDINATES (ANGSTROEM)
Cl -0.34 -3.19 -1.50
N -0.17 -0.47 1.11
N -0.38 -1.69 0.70
C -0.03 0.51 0.31
C 0.05 -0.58 -1.21
C -0.35 -1.79 -0.66
C 0.50 1.80 0.44
C -0.28 -0.23 2.54
C -0.03 -0.12 -2.68
H -1.04 -0.03 -3.14
H -0.25 2.62 0.46
H 0.35 -0.90 3.23
H 0.59 -0.93 -3.27
H 1.17 1.95 -0.39
H -1.27 -0.54 2.79
H 1.00 2.08 1.45
H 0.59 0.74 -2.76
H -0.12 0.78 2.59

Calculated values
**SMILES**: Cc1c(Cl)nn(C)c1C
**Relative energy (zero: lowest compared OMol25 entry of this formula, charge and spin)**: 63.1 kcal per mole
**Spin multiplicity**: 1

(7)
The following is a DFT calculation (the ωB97M-V functional and the def2-TZVPD basis) of a structure of composition C6H9CuNS at a distorted geometry.

CARTESIAN COORDINATES (ANGSTROEM)
Cu 0.90 0.13 -1.29
S 0.62 2.20 -0.31
N 0.45 -0.15 0.52
C 0.13 1.41 2.32
C 0.67 -0.29 -3.18
C -0.12 -0.96 2.70
C -0.06 0.35 3.21
C 0.36 1.14 0.96
C 0.10 -1.18 1.33
H 1.65 -0.49 -3.64
H 0.03 -1.17 -3.15
H 0.19 0.59 -3.62
H 0.14 2.45 2.60
H -2.03 -0.43 -3.67
H -2.62 -0.16 -3.25
H -0.13 0.55 4.27
H 0.03 -2.15 0.85
H -0.31 -1.81 3.36

Calculated values
**Relative energy (zero: lowest compared OMol25 entry of this formula, charge and spin)**: 0.0 kcal per mole
**Spin multiplicity**: 2

(8)
The following is a DFT calculation (the ωB97M-V functional and the def2-TZVPD basis) of an isolated molecule of C6H9F at a distorted geometry.

CARTESIAN COORDINATES (ANGSTROEM)
F 2.52 -0.06 -0.39
C 0.18 -0.69 0.52
C -1.06 -1.19 -0.04
C -2.05 -0.04 -0.23
C -1.10 1.29 0.23
C 1.42 0.04 0.34
C 0.18 0.66 -0.37
H 0.02 0.49 -1.51
H -1.39 2.20 -0.26
H 0.21 -0.68 1.59
H -3.11 -0.11 0.30
H -2.42 0.04 -1.20
H 1.69 0.43 1.25
H -0.61 1.48 1.43
H -1.54 -2.17 0.37
H -0.90 -1.55 -1.17

Calculated values
**SMILES**: FC1[C@@H]2CCC[C@@H]12
**Relative energy (zero: lowest compared OMol25 entry of this formula, charge and spin)**: 122.4 kcal per mole
**Spin multiplicity**: 1

(9)
The following is a DFT calculation (the ωB97M-V functional and the def2-TZVPD basis) of a cluster of 2 separate species, C6H9F in total at a distorted geometry.

CARTESIAN COORDINATES (ANGSTROEM)
F -1.01 2.20 -0.17
C 0.98 0.27 0.70
C -1.52 -0.07 1.33
C -0.57 -0.67 -0.97
C 1.92 0.81 -0.05
C -0.37 -0.17 0.39
C 0.32 -1.21 -1.76
H 1.23 -0.06 1.72
H 1.39 -1.14 -1.36
H -0.03 -1.69 -2.67
H -1.63 -0.65 -1.19
H -2.41 -0.33 0.69
H 2.84 0.85 0.47
H 1.84 1.36 -1.04
H -1.30 -0.50 2.37
H -1.68 1.00 1.53

Calculated values
**Relative energy (zero: lowest compared OMol25 entry of this formula, charge and spin)**: 95.1 kcal per mole
**Spin multiplicity**: 1

(10)
The following is a DFT calculation (the ωB97M-V functional and the def2-TZVPD basis) of a cluster of 2 separate species, C6H9F12NO5PS2 in total at a distorted geometry.

CARTESIAN COORDINATES (ANGSTROEM)
S 2.17 -0.92 2.02
S 0.71 3.01 -1.68
P -3.54 1.11 1.91
F 1.84 -3.67 1.26
F 2.13 -3.17 -1.61
F -2.85 0.29 0.64
F -1.96 1.58 2.11
F -0.15 -2.81 1.02
F -4.43 1.83 0.71
F 0.87 -4.72 -0.84
F -4.70 -0.06 1.84
F 3.61 -1.55 2.06
F -3.90 2.52 2.68
F -3.37 0.49 3.43
F -0.01 -2.91 -1.58
O 1.45 -1.53 3.07
O 2.13 2.62 -1.06
O -0.12 3.39 -0.58
O 0.96 3.90 -2.77
O 2.36 0.48 1.88
N 1.75 -1.52 0.54
C -0.11 0.11 -0.17
C 0.15 1.46 -2.35
C 1.10 -2.80 0.52
C 1.27 -0.50 -0.43
C 1.02 -3.40 -0.92
C -0.78 0.64 -1.44
H 1.01 0.88 -2.70
H 2.05 2.68 -0.09
H -1.61 1.27 -1.13
H -0.80 -0.58 0.31
H -0.02 0.97 0.51
H -0.38 1.79 -3.25
H 2.04 0.27 -0.43
H 1.31 -0.93 -1.43
H -1.18 -0.18 -2.03

Calculated values
**Spin multiplicity**: 1
**Net charge**: -1

(11)
The following is a DFT calculation (the ωB97M-V functional and the def2-TZVPD basis) of a structure of composition C6H9F2N2 at a distorted geometry.

CARTESIAN COORDINATES (ANGSTROEM)
F 2.83 1.27 -1.08
F 1.15 1.53 0.26
N -1.17 -0.01 -0.54
N -1.13 -2.22 -0.74
C 2.20 -0.61 0.45
C -1.61 1.10 -0.14
C 1.94 0.60 -0.31
C -0.59 -1.08 -0.68
C -1.73 1.44 1.25
C 1.38 -0.68 -0.79
H 1.64 -0.54 1.32
H -0.82 2.17 1.27
H 3.15 -1.00 0.69
H -1.58 0.58 1.92
H -2.62 2.09 1.42
H 1.65 -1.13 -1.68
H -0.73 -3.11 -1.07
H -2.11 -2.24 -0.70
H -1.86 1.84 -0.88

Calculated values
**Relative energy (zero: lowest compared OMol25 entry of this formula, charge and spin)**: 58.6 kcal per mole
**Spin multiplicity**: 1
**Net charge**: +1

(12)
The following is a DFT calculation (the ωB97M-V functional and the def2-TZVPD basis) of the ion C6H9FNS2 with charge +1 at a distorted geometry.

CARTESIAN COORDINATES (ANGSTROEM)
S -1.28 -1.10 0.02
S 2.51 0.74 -0.49
F -1.91 -1.67 -1.55
N -0.34 1.24 -1.00
C 3.21 -1.56 0.34
C 1.83 -1.61 0.30
C 3.77 -0.39 -0.03
C -0.06 -0.14 -0.36
C -2.67 -0.09 0.37
C 1.29 -0.47 -0.19
H 3.81 -2.31 0.62
H -2.82 0.54 1.26
H -1.24 0.97 -1.61
H 0.44 1.44 -1.56
H -3.46 -0.84 0.32
H 1.32 -2.60 0.57
H -0.59 2.08 -0.59
H -3.01 0.58 -0.49
H 4.78 0.00 -0.11

Calculated values
**Relative energy (zero: lowest compared OMol25 entry of this formula, charge and spin)**: 48.9 kcal per mole
**Spin multiplicity**: 1
**Net charge**: +1

Quick rundown of calculated total energy, same order as above: -78451.50060; -35247.41794; -18887.03250; -44065.57626; -29962.51070; -21866.70605; -63330.63601; -9079.38585; -9080.57238; -81671.71010; -14772.70835; -32235.83774 eV